Entry 1:
A single C5H9N3 molecule at a distorted geometry, computed with ωB97M-V/def2-TZVPD.

Geometry as XYZ:
```
17
Properties=species:S:1:pos:R:3:forces:R:3
C -1.7681 0.0673 -0.6871 0.17 0.17 2.87
C -1.3373 -0.3854 0.6774 2.62 0.63 1.59
N -0.0619 0.3421 1.2953 -2.10 -1.91 -2.74
N -0.2316 0.9827 2.4362 -2.21 -0.48 0.30
N 0.8673 1.4818 2.8107 1.54 0.31 -0.12
C 1.7835 1.1549 1.8744 3.16 0.46 -1.02
C 1.2095 0.4250 0.8223 -0.13 1.37 4.36
C 1.7483 -0.1595 -0.3722 2.06 -1.29 0.20
H -1.5132 1.0668 -0.7145 1.19 2.11 -1.14
H -2.7978 0.1540 -0.6166 -2.30 -0.50 -0.48
H -1.4201 -0.6126 -1.3812 0.62 -0.70 -1.94
H -1.1740 -1.4418 0.6353 0.68 -0.70 0.30
H -1.9864 -0.2418 1.5069 -1.00 0.42 0.29
H 2.8987 1.4763 1.9602 -2.34 -0.63 -0.12
H 2.8904 -0.0953 -0.4046 -1.66 -0.29 0.21
H 1.3890 -1.1896 -0.4932 0.31 0.21 -0.23
H 1.3933 0.4609 -1.1182 -0.61 0.82 -2.33
```
Forces are in eV/Å.

Kohn-Sham gap = 9.902 eV
Molar mass = 111.1 g/mol
Multiplicity = 1
Net charge = 0
SMILES string = CCn1nncc1C
Energy relative to the best compared isomer or geometry (same formula, charge and spin) = 51.1 kcal/mol

Atom charges from the Löwdin analysis, given in e for atoms 1 to 4: -0.060 -0.108 -0.080 -0.028

---

Entry 2:
An isolated ion of composition C5H9N3 and charge +2 at a distorted geometry, computed with ωB97M-V/def2-TZVPD.

Geometry as XYZ:
```
17
Properties=species:S:1:pos:R:3:forces:R:3
C -2.4591 -0.5763 -0.0136 0.85 -0.67 -2.10
C -1.0650 0.1404 0.0531 -1.23 -2.62 -0.42
N -1.2159 1.3833 0.2567 -3.91 0.71 0.17
C -0.0813 2.0673 0.3671 5.69 2.63 -2.24
N 1.0206 1.3745 0.0206 -3.24 -0.73 1.80
C 0.5218 -0.0410 -0.0440 -3.80 3.63 0.94
C 1.2371 -1.1305 0.0759 -0.46 -0.86 -1.61
N 2.6745 -0.7851 -0.1069 0.40 -2.86 -5.10
H -3.3326 0.0345 0.2984 0.99 0.10 0.03
H -2.4568 -1.4676 0.5870 0.08 -0.54 0.19
H -2.7003 -0.8922 -1.1047 0.70 0.37 1.66
H -2.1940 1.7976 0.2121 1.67 -0.30 0.51
H -0.1446 3.2150 0.4490 0.52 -2.02 0.18
H 0.8424 -2.2462 -0.1538 1.29 2.71 1.10
H 3.3896 -0.7196 0.5530 1.01 1.62 2.67
H 2.9317 -1.7281 -0.3399 0.85 -1.59 -0.45
H 3.0320 -0.4259 -1.1101 -1.43 0.41 2.66
```
Forces are in eV/Å.

Kohn-Sham gap = 8.841 eV
Molar mass = 111.1 g/mol
Multiplicity = 1
Net charge = +2
SMILES string = CC1=[NH+]C=N/C1=C\[NH3+]
Energy relative to the best compared isomer or geometry (same formula, charge and spin) = 62.3 kcal/mol

Atom charges from the Löwdin analysis, given in e for atoms 1 to 4: 0.049 -0.032 0.122 -0.053

---

Entry 3:
A single C5H9N3O molecule at a distorted geometry, computed with ωB97M-V/def2-TZVPD.

Geometry as XYZ:
```
18
Properties=species:S:1:pos:R:3:forces:R:3
H -1.7450 -2.0680 0.6589 -0.33 0.17 -0.01
N -0.7970 -2.3437 0.4438 0.23 0.02 -0.26
C -0.0324 -1.3640 0.1626 -0.06 -0.09 0.57
C 1.3835 -1.8100 -0.1413 0.84 0.96 -1.00
O 2.2473 -1.0917 -0.6064 -0.83 -0.76 0.57
N -0.2824 0.0005 0.1211 -0.42 0.27 -0.60
C 0.6531 0.9359 0.7232 0.67 -0.56 0.05
C 1.1386 2.0167 -0.2035 0.35 0.45 -0.37
N -1.5659 0.5648 0.1041 -0.80 -1.72 -0.77
C -2.4189 -0.0166 -0.6755 1.15 0.03 0.22
H 1.5301 -2.8871 0.0024 -0.03 -0.09 0.19
H 1.5066 0.3676 1.1302 -0.41 0.37 -0.15
H 0.1103 1.3762 1.5342 -0.23 0.30 0.71
H 1.7741 2.6741 0.4349 -0.53 -0.04 -0.72
H 1.7871 1.5732 -0.9815 -0.37 0.30 0.26
H 0.2875 2.5741 -0.6877 0.93 -0.43 0.62
H -3.4480 0.3339 -0.6257 0.26 0.06 -0.19
H -2.1285 -0.8359 -1.3939 -0.42 0.77 0.89
```
Forces are in eV/Å.

Kohn-Sham gap = 8.857 eV
Molar mass = 127.1 g/mol
Multiplicity = 1
Net charge = 0
SMILES string = [H]/N=C(/C=O)N(CC)N=C
Energy relative to the best compared isomer or geometry (same formula, charge and spin) = 70.2 kcal/mol

Atom charges from the Löwdin analysis, given in e for atoms 1 to 4: 0.042 0.158 -0.374 -0.172

---

Entry 4:
A single C5H9N3O molecule at a distorted geometry, computed with ωB97M-V/def2-TZVPD.

Geometry as XYZ:
```
18
Properties=species:S:1:pos:R:3:forces:R:3
C 2.7313 0.0354 0.4647 -0.58 -0.43 -0.82
N 1.9348 -0.1728 -0.5226 0.39 0.60 1.48
C 0.5355 0.1789 -0.3153 1.09 -0.52 0.19
C 0.2453 1.6230 -0.5914 -0.13 0.14 -0.18
C -0.2897 -0.8096 0.0591 -2.05 0.97 -0.59
N 0.1502 -2.1056 0.3284 -0.11 -0.11 -0.34
C -1.8693 -0.6600 0.0564 1.00 -1.45 0.88
N -2.4868 0.5377 0.1739 -0.01 0.48 -0.15
O -2.5440 -1.6881 0.0454 0.65 0.54 -0.27
H 2.3973 0.3831 1.4589 0.02 -0.02 -0.42
H 3.8079 -0.1727 0.3495 -0.53 0.04 -0.06
H 1.1410 2.1337 -0.9621 -0.17 -0.25 0.07
H -0.0506 2.1374 0.3285 -0.05 0.09 -0.11
H -0.5292 1.7360 -1.3545 -0.02 0.12 0.14
H 0.9607 -2.3193 -0.2522 -0.23 -0.18 0.28
H -0.6080 -2.7802 0.2106 0.26 0.29 -0.01
H -2.0285 1.4212 0.3021 0.16 -0.19 -0.05
H -3.4978 0.5219 0.2207 0.31 -0.12 -0.02
```
Forces are in eV/Å.

Kohn-Sham gap = 8.873 eV
Molar mass = 127.1 g/mol
Multiplicity = 1
Net charge = 0
SMILES string = C=N/C(C)=C(\N)C(N)=O
Energy relative to the best compared isomer or geometry (same formula, charge and spin) = 30.8 kcal/mol

Atom charges from the Löwdin analysis, given in e for atoms 1 to 4: -0.025 0.017 -0.315 -0.061

---

Entry 5:
A single C5H9N3O molecule at a distorted geometry, computed with ωB97M-V/def2-TZVPD.

Geometry as XYZ:
```
18
Properties=species:S:1:pos:R:3:forces:R:3
C -0.4924 1.5622 1.8335 -1.49 0.65 0.54
C -1.0931 1.1300 0.5354 2.38 -0.79 -1.32
C -0.0812 1.0296 -0.6379 0.01 1.98 -1.55
N -0.6118 -0.1280 -0.0900 -1.66 -0.30 1.02
C 0.0765 -1.0798 0.5985 -1.05 -1.09 1.58
O -0.2893 -1.4649 1.7142 0.76 0.42 -1.22
C 1.2022 -1.6764 -0.1344 -0.68 0.64 -1.79
N 1.3467 -1.6918 -1.4205 1.30 -0.96 1.60
N 0.4620 -1.2745 -2.3217 -0.97 -0.61 -1.23
H -1.0660 1.1790 2.6660 0.12 -0.54 0.31
H 0.5274 1.2825 1.9053 0.90 -0.44 0.17
H -0.5470 2.6427 1.9990 0.03 0.06 -0.55
H -2.1246 1.2798 0.3114 -0.45 0.49 -0.08
H 1.0103 1.1583 -0.4173 -1.12 0.46 -0.30
H -0.4323 1.3442 -1.6855 0.74 -0.68 1.60
H 1.9533 -2.1143 0.4716 0.80 -0.33 0.25
H -0.5315 -1.4503 -2.1066 0.51 0.49 0.19
H 0.6909 -1.7283 -3.2209 -0.13 0.56 0.76
```
Forces are in eV/Å.

Kohn-Sham gap = 9.752 eV
Molar mass = 127.1 g/mol
Multiplicity = 1
Net charge = 0
SMILES string = C[C@H]1CN1C(=O)/C=N\N
Energy relative to the best compared isomer or geometry (same formula, charge and spin) = 74.8 kcal/mol

Atom charges from the Löwdin analysis, given in e for atoms 1 to 4: -0.062 -0.200 -0.118 -0.042

---

Entry 6:
A 2-piece molecular cluster, C5H9N3O2 overall at a distorted geometry, computed with ωB97M-V/def2-TZVPD.

Geometry as XYZ:
```
19
Properties=species:S:1:pos:R:3:forces:R:3
O -0.7169 0.8580 0.8241 -2.60 -3.21 -3.00
C -0.6495 -0.1362 0.0971 0.10 -0.27 1.63
C -1.3742 -1.4156 0.3882 1.72 1.65 -1.62
C -1.2931 -2.3284 -0.5762 0.03 -0.50 -1.32
N -0.5795 -2.1996 -1.7874 0.26 0.04 1.14
C 0.3311 -1.1215 -1.9709 -1.16 -0.93 -1.22
O 1.0011 -0.9576 -2.9651 -0.06 -0.49 0.51
N 0.2651 -0.1792 -0.9776 -0.58 0.21 0.11
H -1.8629 -1.5061 1.3231 -0.56 -0.14 0.42
H -1.8618 -3.2349 -0.5590 -0.12 -0.48 0.27
H -0.5593 -3.0423 -2.3897 0.30 1.33 0.44
H 0.7791 0.6630 -1.2557 -0.26 -0.43 0.29
C 0.7406 2.3449 1.8851 1.58 0.43 1.75
N 1.4344 2.1374 0.6258 -2.81 -1.32 -2.95
H 0.2428 3.3187 1.9139 0.87 0.43 0.26
H -0.1109 1.7036 2.0281 0.88 0.07 1.02
H 1.5398 2.1244 2.6601 -1.26 0.99 -0.26
H 2.0574 1.3591 0.7234 0.69 -0.32 0.33
H 0.6166 1.6121 0.0127 2.98 2.93 2.21
```
Forces are in eV/Å.

Kohn-Sham gap = 8.930 eV
Molar mass = 143.1 g/mol
Multiplicity = 1
Net charge = 0
SMILES string = O=c1cc[nH]c(=O)[nH]1.CN
Energy relative to the best compared isomer or geometry (same formula, charge and spin) = 40.4 kcal/mol

Atom charges from the Löwdin analysis, given in e for atoms 1 to 4: -0.039 -0.345 0.031 -0.081

---

Entry 7:
A 2-piece molecular cluster, C5H9N3O2 overall at a distorted geometry, computed with ωB97M-V/def2-TZVPD.

Geometry as XYZ:
```
19
Properties=species:S:1:pos:R:3:forces:R:3
N -0.0825 -0.1574 3.3926 3.79 -2.15 -0.19
C 1.0615 -0.4920 3.3698 -4.26 2.84 1.58
C 2.4753 -0.1410 3.5696 0.65 -0.98 -1.02
C 2.7125 1.3148 4.0024 -0.10 0.37 -0.01
N 4.1224 1.5588 3.7398 -0.43 0.33 0.73
C 5.0866 0.6448 4.1027 1.23 0.11 -1.97
O 6.2685 0.8350 3.8070 -0.77 0.05 1.21
N 4.6378 -0.5541 4.5598 -0.19 -0.59 0.64
C 3.2666 -1.0356 4.5266 -0.37 0.03 0.29
H 2.9134 -0.3271 2.5729 0.11 0.57 0.32
H 2.4126 1.4559 5.0520 0.22 -0.34 0.03
H 2.1300 2.0770 3.4740 0.10 -0.49 -0.35
H 4.4486 2.5161 3.7697 -0.01 -0.23 -0.28
H 5.3617 -1.1915 4.8607 -0.09 0.16 -0.28
H 2.7882 -1.0020 5.5174 0.17 -0.09 -0.13
H 3.2593 -2.0726 4.1710 -0.02 0.18 0.09
O 1.2365 0.9799 1.0395 -1.79 3.77 2.70
H 1.4574 0.1261 0.6561 -1.24 -0.40 1.09
H 0.5427 1.3003 1.9173 3.00 -3.12 -4.45
```
Forces are in eV/Å.

Kohn-Sham gap = 10.005 eV
Molar mass = 143.1 g/mol
Multiplicity = 1
Net charge = 0
SMILES string = N#CC1CNC(=O)NC1.O
Energy relative to the best compared isomer or geometry (same formula, charge and spin) = 42.7 kcal/mol

Atom charges from the Löwdin analysis, given in e for atoms 1 to 4: 0.155 -0.161 -0.304 -0.137

---

no.,electronic energy (a.u.)
1,-360.1159
2,-359.3999
3,-435.3458
4,-435.4086
5,-435.3385
6,-510.6256
7,-510.6220